ORCA calculation (wB97M-V/def2-TZVPD) on a single C3H6F3P molecule.

Structure (XYZ):
```
13
Properties=species:S:1:pos:R:3:forces:R:3:lowdin_charge:R:1
C 2.858 1.338 0.379 -1.50 -0.85 2.19 -0.354
C -0.720 -0.949 -0.675 -0.74 -2.05 0.37 -0.154
C 0.117 -0.454 0.512 0.81 1.34 0.95 -0.274
F 4.170 1.188 0.158 1.55 0.00 -1.08 -0.093
F 2.647 -1.662 0.418 -0.79 1.61 0.72 -0.250
F 2.242 -0.459 -1.435 -0.83 0.98 1.58 -0.224
P 2.001 -0.137 0.172 0.16 -3.61 -3.22 0.902
H 2.793 1.592 1.452 -0.71 0.68 -0.26 0.047
H -0.869 -2.083 -0.746 1.38 1.36 0.07 0.105
H -0.249 -0.532 -1.515 0.20 0.02 -1.68 0.034
H -1.798 -0.750 -0.730 0.35 1.15 0.71 0.073
H -0.200 0.598 0.853 0.16 -1.75 -0.08 0.103
H 0.146 -1.233 1.314 -0.04 1.11 -0.26 0.085
```
Forces are in eV/Å.

Calculated values
HOMO: -8.9 eV
HOMO-LUMO gap: 9.5 eV
multiplicity: 1
relative energy (zero: lowest compared OMol25 entry of this formula, charge and spin): 233.76 kJ/mol
E_tot: -758.80738 a.u.
LUMO energy: 0.55 eV
net charge: 0
largest force on an atom: 4.835 eV Å⁻¹


ORCA calculation (wB97M-V/def2-TZVPD) on 2 unconnected molecules or ions with the total composition C5H5F.

Structure (XYZ):
```
11
Properties=species:S:1:pos:R:3:forces:R:3:lowdin_charge:R:1
C -1.729 0.597 0.048 -0.14 -0.06 0.01 -0.126
C -1.852 1.921 0.062 -0.20 0.23 0.02 0.020
C 2.433 -1.010 0.278 -0.86 0.05 0.19 -0.100
C 1.239 -0.881 -0.260 0.42 -0.04 0.04 0.029
C -1.395 -0.596 0.013 1.16 -0.85 0.15 -0.135
F -1.696 -1.863 -0.003 -0.19 0.44 0.01 0.092
H -1.886 2.468 0.990 0.00 0.06 0.12 0.056
H -1.980 2.467 -0.856 0.04 0.13 -0.15 0.054
H 2.610 -0.925 1.340 -0.01 0.03 0.18 0.038
H 3.306 -1.247 -0.326 -0.04 0.05 -0.16 0.048
H 0.949 -0.930 -1.286 -0.19 -0.04 -0.40 0.023
```
Forces are in eV/Å.

Calculated values
HOMO (alpha / beta): -8.4 / -9.0 eV
HOMO-LUMO gap (alpha / beta): 8.2 / 8.4 eV
multiplicity: 1
relative energy (zero: lowest compared OMol25 entry of this formula, charge and spin): 587.15 kJ/mol
E_tot: -293.11841 a.u.
LUMO energy (alpha / beta): -0.23 / -0.57 eV
net charge: 0
largest force on an atom: 1.447 eV Å⁻¹


ORCA calculation (wB97M-V/def2-TZVPD) on a single C5H9NO molecule.

Structure (XYZ):
```
16
Properties=species:S:1:pos:R:3:forces:R:3:lowdin_charge:R:1
C 1.894 -0.279 -0.700 -0.17 0.28 -0.30 -0.339
N 0.602 0.204 -0.861 -0.08 0.09 0.87 -0.081
C -0.444 -0.818 -0.860 -0.19 -0.31 -0.65 -0.178
C -1.008 -0.815 0.540 0.55 0.51 0.93 -0.158
C -1.039 0.693 0.839 -0.38 0.27 0.03 -0.177
C 0.240 1.218 0.207 1.01 -0.27 -0.70 -0.145
O 2.243 -1.432 -0.719 0.00 -0.10 -0.22 0.046
H 2.614 0.550 -0.604 0.07 0.00 0.22 0.135
H -1.210 -0.571 -1.600 -0.05 0.22 0.08 0.122
H 0.004 -1.738 -1.198 0.08 -0.44 0.16 0.110
H -0.280 -1.226 1.249 0.08 -0.29 -0.26 0.118
H -1.936 -1.349 0.723 -0.20 0.13 -0.32 0.110
H -1.049 0.951 1.896 -0.13 -0.17 0.07 0.108
H -1.911 1.168 0.383 0.01 -0.05 -0.05 0.110
H 1.076 1.220 0.910 -0.22 0.08 0.26 0.109
H 0.204 2.223 -0.205 -0.38 0.04 -0.12 0.110
```
Forces are in eV/Å.

Calculated values
HOMO: -9.6 eV
HOMO-LUMO gap: 10.5 eV
multiplicity: 1
relative energy (zero: lowest compared OMol25 entry of this formula, charge and spin): 79.15 kJ/mol
E_tot: -325.90741 a.u.
LUMO energy: 1.00 eV
net charge: 0
largest force on an atom: 1.262 eV Å⁻¹


ORCA calculation (wB97M-V/def2-TZVPD) on 11 unconnected molecules or ions with the total composition C44H61F27O24.

Structure (XYZ):
```
156
Properties=species:S:1:pos:R:3:forces:R:3:lowdin_charge:R:1
C 1.728 -23.066 -23.528 0.69 0.37 0.18 -0.035
C 1.945 -23.107 -22.029 -0.85 0.31 -0.37 -0.216
O 3.363 -23.017 -21.826 0.20 -0.41 -0.31 0.035
C 3.756 -22.768 -20.586 0.02 -0.70 0.12 -0.630
O 3.023 -22.538 -19.664 0.06 0.45 0.56 0.128
O 5.081 -22.902 -20.547 0.27 0.39 -0.87 -0.002
C 5.779 -22.501 -19.383 -0.50 -0.24 0.94 -0.041
H 2.082 -22.083 -23.847 -0.24 -0.05 -0.39 0.074
H 0.694 -23.227 -23.827 -0.07 0.10 0.15 0.074
H 2.336 -23.828 -24.013 -0.05 -0.03 -0.02 0.079
H 1.496 -24.013 -21.620 0.48 -0.08 0.31 0.096
H 1.492 -22.253 -21.526 -0.16 -0.07 -0.07 0.110
H 5.347 -21.597 -18.952 0.02 -0.02 -0.08 0.086
H 6.825 -22.340 -19.625 -0.09 -0.08 -0.28 0.096
H 5.684 -23.304 -18.648 0.17 0.14 0.10 0.102
C -1.203 -26.223 -26.977 0.29 -0.70 0.77 -0.031
C -0.721 -27.114 -25.829 0.24 0.09 0.23 -0.193
O 0.313 -26.432 -25.105 0.36 0.58 0.03 0.020
C 0.801 -27.034 -24.007 -0.99 -0.54 -0.91 -0.620
O 0.354 -28.044 -23.521 0.17 0.19 0.19 0.135
O 1.834 -26.330 -23.620 0.85 0.67 0.64 0.009
C 2.491 -26.710 -22.411 0.54 -1.05 0.46 -0.016
H -1.520 -25.243 -26.627 0.10 0.01 0.03 0.057
H -2.052 -26.732 -27.433 0.02 0.07 -0.20 0.076
H -0.380 -26.146 -27.684 -0.18 0.27 -0.19 0.085
H -0.243 -28.011 -26.227 -0.42 -0.22 0.01 0.135
H -1.482 -27.369 -25.092 -0.15 -0.14 -0.37 0.088
H 3.243 -27.483 -22.583 -0.11 -0.04 -0.46 0.101
H 1.813 -27.160 -21.689 -0.28 0.40 0.00 0.099
H 3.053 -25.876 -22.001 -0.45 0.38 -0.16 0.088
C -10.954 -20.464 -24.918 0.13 0.48 -0.26 -0.064
C -10.064 -19.670 -23.969 -1.46 -0.92 -0.41 -0.204
O -8.690 -19.957 -24.189 1.00 0.54 -0.22 0.044
C -8.130 -20.934 -23.498 -1.17 -0.75 -0.20 -0.396
O -8.669 -21.616 -22.678 -0.09 0.01 0.42 0.175
C -6.702 -21.260 -23.926 0.59 1.52 0.03 -0.556
F -6.450 -20.866 -25.177 -0.12 -0.56 -0.30 0.167
F -5.860 -20.537 -23.158 0.06 -0.09 0.36 0.150
F -6.428 -22.532 -23.756 0.02 -0.33 -0.25 0.201
H -10.811 -20.162 -25.957 0.19 -0.07 0.01 0.078
H -11.966 -20.144 -24.658 -0.15 -0.49 -0.03 0.083
H -10.807 -21.539 -24.834 -0.22 0.00 0.14 0.081
H -10.393 -19.971 -22.975 0.50 0.45 0.24 0.123
H -10.278 -18.630 -24.201 0.66 0.19 0.46 0.127
C -3.769 -26.972 -18.972 0.10 1.17 -0.39 -0.079
C -3.920 -27.059 -17.449 -0.32 -0.13 -1.97 -0.155
O -3.193 -28.212 -17.012 -0.38 -0.85 0.73 0.046
C -1.884 -28.198 -17.034 0.53 0.73 -0.44 -0.398
O -1.187 -27.267 -17.320 0.15 0.10 -0.04 0.164
C -1.266 -29.519 -16.552 -0.94 0.02 0.06 -0.552
F -0.030 -29.692 -16.966 0.40 0.22 0.01 0.194
F -1.288 -29.445 -15.207 0.17 -0.48 -0.01 0.160
F -1.978 -30.577 -16.959 -0.03 -0.02 0.29 0.166
H -4.021 -27.911 -19.458 0.19 -0.15 0.21 0.074
H -2.798 -26.611 -19.313 0.25 -0.52 0.28 0.060
H -4.420 -26.218 -19.424 -0.41 -0.06 0.46 0.069
H -4.971 -27.310 -17.327 0.09 0.02 0.79 0.125
H -3.634 -26.159 -16.912 0.12 -0.08 0.07 0.120
C -5.697 -26.208 -28.631 0.02 1.19 0.60 -0.051
C -4.885 -24.936 -28.943 0.98 -2.59 -0.64 -0.200
O -4.419 -24.391 -27.710 -0.58 0.91 0.32 0.024
C -3.621 -23.333 -27.784 0.20 -0.20 0.29 -0.398
O -3.174 -22.842 -28.770 0.12 0.24 -0.45 0.183
C -3.291 -22.755 -26.376 -1.13 -0.38 0.12 -0.539
F -4.046 -23.364 -25.449 0.30 0.13 0.02 0.151
F -2.012 -22.900 -26.046 0.12 -0.01 -0.17 0.168
F -3.605 -21.456 -26.359 0.25 -0.01 -0.03 0.169
H -5.274 -26.703 -27.756 0.24 -0.10 -0.15 0.070
H -5.624 -26.862 -29.495 -0.43 -0.08 0.03 0.079
H -6.711 -25.938 -28.336 -0.18 -0.29 -0.37 0.076
H -5.371 -24.289 -29.669 -0.07 0.63 0.62 0.133
H -4.000 -25.347 -29.439 0.15 0.51 -0.20 0.122
C -1.364 -20.606 -23.725 1.23 -0.95 -0.20 -0.048
C -2.595 -21.114 -23.002 0.52 1.29 0.30 -0.160
O -2.688 -22.542 -22.950 -0.17 -0.83 -0.57 0.049
C -1.846 -23.236 -22.215 0.54 1.10 0.16 -0.381
O -1.072 -22.795 -21.413 0.12 0.06 0.12 0.157
C -1.933 -24.747 -22.425 -0.63 1.31 -0.57 -0.543
F -0.762 -25.300 -22.166 -0.21 -0.53 0.39 0.203
F -2.917 -25.155 -21.617 0.29 -0.81 0.27 0.181
F -2.276 -25.044 -23.680 0.02 -0.19 -0.25 0.163
H -1.229 -20.896 -24.768 -0.63 0.13 -0.11 0.075
H -0.485 -21.059 -23.257 -0.07 0.09 0.21 0.054
H -1.176 -19.539 -23.626 -0.53 0.07 0.06 0.069
H -3.524 -20.774 -23.445 -0.04 -0.17 -0.01 0.108
H -2.499 -20.696 -21.998 -0.43 -0.31 0.20 0.118
C 2.112 -14.179 -19.586 0.04 0.15 -1.08 -0.042
C 2.128 -15.659 -19.968 1.14 0.37 0.49 -0.210
O 1.018 -15.974 -20.803 -0.79 0.07 -0.58 0.028
C -0.080 -16.447 -20.226 0.27 0.36 0.45 -0.380
O -0.139 -16.827 -19.096 -0.47 0.01 0.24 0.156
C -1.305 -16.529 -21.184 1.86 -1.35 0.07 -0.555
F -0.995 -16.044 -22.379 -0.57 0.57 -0.13 0.181
F -1.501 -17.854 -21.352 -0.45 -0.15 -0.05 0.146
F -2.385 -16.004 -20.668 -0.35 0.49 -0.11 0.215
H 2.270 -13.610 -20.506 -0.15 0.02 -0.03 0.081
H 2.945 -13.877 -18.954 -0.14 -0.35 0.34 0.082
H 1.154 -13.842 -19.193 0.07 -0.21 0.35 0.083
H 2.234 -16.316 -19.105 -0.55 -0.07 -0.01 0.127
H 2.985 -15.872 -20.603 0.02 0.22 0.00 0.103
C 0.214 -19.975 -18.440 -1.17 0.19 0.52 -0.028
C -0.961 -20.487 -19.274 0.63 1.44 -1.60 -0.214
O -1.523 -21.686 -18.794 0.29 -1.60 0.70 0.039
C -2.824 -21.847 -18.694 -0.14 1.34 0.26 -0.391
O -3.653 -21.005 -18.891 -0.28 0.01 -0.38 0.165
C -3.294 -23.203 -18.144 0.51 0.04 0.11 -0.544
F -3.943 -23.011 -16.989 0.04 -0.03 -0.11 0.171
F -4.138 -23.765 -19.007 -0.07 -0.08 -0.10 0.169
F -2.284 -24.039 -17.918 0.00 -0.21 0.00 0.168
H 1.020 -20.687 -18.283 -0.10 -0.15 -0.13 0.073
H -0.206 -19.636 -17.490 0.31 -0.23 0.26 0.086
H 0.594 -19.054 -18.878 0.09 -0.19 -0.31 0.049
H -0.627 -20.645 -20.304 0.14 -0.57 0.11 0.107
H -1.733 -19.730 -19.430 -0.06 0.04 0.69 0.116
C 4.553 -19.588 -21.465 -0.72 0.07 0.81 -0.018
C 3.567 -18.431 -21.489 -0.01 0.76 -0.16 -0.191
O 3.102 -18.042 -22.789 -0.02 0.20 -1.49 0.026
C 2.055 -18.678 -23.312 1.02 -0.28 1.75 -0.371
O 1.455 -19.520 -22.708 -0.57 -0.20 -0.59 0.153
C 1.738 -18.212 -24.736 -0.19 0.29 0.13 -0.545
F 0.475 -17.773 -24.778 -0.01 -0.02 -0.07 0.167
F 2.541 -17.213 -25.101 -0.10 -0.20 -0.27 0.177
F 1.857 -19.229 -25.589 0.11 0.10 0.00 0.180
H 4.532 -19.868 -20.407 0.37 -0.22 -0.04 0.080
H 5.565 -19.289 -21.724 -0.07 0.02 -0.20 0.088
H 4.244 -20.473 -22.019 -0.09 0.17 -0.20 0.080
H 4.063 -17.506 -21.198 0.21 -0.24 0.31 0.112
H 2.682 -18.526 -20.857 0.17 -0.53 0.08 0.119
C -4.134 -27.865 -24.339 0.00 -0.10 -0.22 -0.042
C -3.263 -27.917 -23.118 0.24 1.41 0.98 -0.236
O -2.651 -29.179 -22.949 0.26 -1.52 -0.47 0.048
C -2.092 -29.476 -21.782 -0.73 0.29 -0.82 -0.380
O -2.132 -28.772 -20.829 0.45 0.47 0.91 0.170
C -1.479 -30.897 -21.718 -0.76 0.07 0.67 -0.558
F -1.685 -31.354 -20.474 0.21 0.04 0.08 0.157
F -2.090 -31.752 -22.531 0.06 -0.07 -0.55 0.174
F -0.182 -30.892 -21.953 0.41 0.02 -0.26 0.194
H -3.567 -28.004 -25.261 0.02 -0.07 0.04 0.068
H -4.600 -26.879 -24.383 0.00 0.00 0.01 0.086
H -4.925 -28.614 -24.309 0.02 -0.02 0.07 0.086
H -3.801 -27.589 -22.221 -0.28 -0.65 0.01 0.125
H -2.466 -27.173 -23.124 0.13 -0.23 -0.51 0.087
C 0.720 -24.937 -18.806 -0.08 -0.40 0.98 -0.040
C 1.127 -24.378 -17.439 0.11 0.81 -1.20 -0.182
O 1.126 -25.396 -16.447 -0.26 -0.28 0.87 0.030
C 2.058 -26.325 -16.375 0.19 0.68 0.16 -0.396
O 3.012 -26.454 -17.085 0.04 -0.25 -0.14 0.164
C 1.877 -27.152 -15.062 -0.04 0.40 -0.90 -0.547
F 0.615 -27.136 -14.647 0.01 -0.27 0.21 0.170
F 2.280 -28.408 -15.246 -0.09 0.08 0.20 0.171
F 2.642 -26.583 -14.117 0.00 -0.15 0.11 0.162
H 0.722 -24.147 -19.552 -0.11 -0.05 -0.03 0.057
H -0.260 -25.397 -18.672 -0.12 0.24 -0.32 0.055
H 1.380 -25.763 -19.075 0.23 0.25 -0.19 0.079
H 0.421 -23.623 -17.092 -0.35 -0.35 0.07 0.118
H 2.056 -23.805 -17.494 0.42 -0.64 0.11 0.115
```
Forces are in eV/Å.

Calculated values
HOMO: -10.5 eV
HOMO-LUMO gap: 10.9 eV
multiplicity: 1
relative energy (zero: lowest compared OMol25 entry of this formula, charge and spin): 0.00 kJ/mol
E_tot: -6215.50154 a.u.
LUMO energy: 0.37 eV
net charge: 0
largest force on an atom: 2.837 eV Å⁻¹